{
  "formula": "C13H52F2N27O17S2",
  "method": "the ωB97M-V functional and the def2-TZVPD basis",
  "charge": -1,
  "de_lowest_kcal_mol": 0.0,
  "lumo_energy_ev": 1.4,
  "species": ["C", "N", "O", "N", "H", "C", "N", "H", "O", "O", "O", "H", "O", "O", "F", "N", "N", "O", "S", "H", "H", "O", "H", "H", "N", "N", "N", "C", "H", "H", "O", "H", "H", "N", "C", "N", "N", "H", "H", "H", "C", "C", "H", "O", "N", "H", "H", "H", "H", "H", "C", "N", "C", "C", "H", "H", "O", "H", "N", "H", "H", "O", "O", "O", "H", "N", "H", "H", "N", "N", "H", "H", "S", "C", "N", "H", "H", "H", "N", "H", "H", "N", "H", "N", "H", "H", "H", "O", "H", "N", "N", "H", "H", "H", "H", "H", "N", "C", "H", "H", "H", "C", "N", "H", "C", "H", "O", "F", "O", "N", "H", "N", "H"],
  "xyz": [[-4.11099, -2.85044, -3.89471], [-0.23395, -0.17270, -4.04703], [5.16109, -2.26422, 4.75056], [-3.73613, 1.03189, 1.89135], [-6.05000, 2.43572, 3.53455], [2.81329, 3.10194, -1.50344], [4.57714, 0.74294, 1.72046], [2.49794, 3.27460, 0.54033], [0.12842, -5.15947, -4.52274], [4.07582, -3.24116, -4.42279], [-1.75486, 0.07744, -5.71813], [2.28964, -1.47499, 3.67977], [1.17036, -2.24455, -0.70622], [0.33465, -2.69022, 4.97655], [2.91997, -0.72413, -0.69242], [-0.63809, -4.25569, 0.43843], [1.13449, -6.19917, -2.75636], [-2.72161, 6.17471, 1.28298], [1.40298, -0.89099, -0.29327], [-2.54103, -1.98462, -2.85228], [0.02735, 1.97961, 4.32465], [-4.99485, -3.69019, -3.86141], [-2.23661, 5.11169, 5.18973], [0.44061, -4.54263, 3.45224], [2.59023, 2.10276, -2.40936], [2.13303, 2.93195, -0.32803], [3.78804, -1.00744, -4.53776], [-0.69106, -4.42660, 1.77622], [-0.96771, 1.99094, -3.42236], [-1.37491, 2.37119, 3.39138], [-1.74010, -4.41763, 2.42330], [-3.18281, -1.36240, -5.08073], [1.64261, -5.99033, -1.91584], [-3.36731, -2.54633, -2.78280], [-1.13760, 0.56046, -4.77681], [-3.76656, -2.18417, -5.05784], [-1.95044, 4.09964, 0.79869], [1.58139, -3.96372, -2.05079], [3.95166, -0.07196, -4.21898], [4.66625, -1.00667, -2.27663], [-0.79696, -2.24303, 4.84713], [4.18131, -2.15383, -3.88922], [-2.16403, -1.23904, 3.63759], [-1.06188, 0.62163, 0.71978], [3.15274, -3.35006, 4.92443], [1.35702, -4.65182, 1.95998], [-0.33817, 5.38389, -0.58995], [-2.96482, 3.80147, 4.20642], [-2.89757, 5.89281, -3.12426], [6.91905, 1.08814, 2.57802], [-4.31910, 2.05466, 2.57072], [-3.41149, 3.74949, -2.15233], [-1.92434, 5.45354, 0.69161], [5.71171, 0.26387, 1.07200], [-1.45327, -4.32127, -0.14093], [-3.83838, -2.79824, -1.93512], [-0.29973, 3.82293, 5.97610], [0.61374, -7.05015, -2.82096], [1.25243, -3.91251, -2.99527], [-4.23263, 0.15732, 1.90676], [0.44752, -0.65836, -4.61360], [3.57996, 4.01362, -1.74773], [-4.38376, 3.28030, -4.15223], [-1.54502, -1.19193, -0.86346], [-2.84813, 4.36830, -1.59607], [-1.43502, 1.80482, -4.29074], [0.81881, -3.07461, -3.32790], [3.55544, -4.23770, 5.16710], [-1.22156, -1.56784, 3.73699], [0.69580, 0.21602, -1.16340], [3.24737, -1.14140, -5.37230], [-1.26942, 3.45499, 0.44471], [-0.85219, -0.00168, -0.55113], [0.84378, -5.11320, -3.54469], [-3.46314, 5.36277, -3.75798], [-1.38430, -2.67528, 6.70575], [3.06856, 2.17356, -3.28708], [-4.58073, -2.22567, -5.65176], [-0.96860, 6.00652, -0.11770], [-0.72426, -1.71026, 2.87270], [1.90022, 1.38587, -2.25941], [-0.71584, 2.61761, 4.10647], [2.18114, -3.39379, 4.65018], [-2.25785, 4.17189, 4.83118], [-2.77419, 0.98462, 1.57788], [1.44754, 2.19450, -0.29929], [7.69461, 0.08685, 1.46952], [-3.87887, 3.19352, 2.71985], [-3.77147, 5.72452, -4.63999], [4.77100, -1.92144, -2.67846], [3.27068, -1.35281, 3.85277], [-2.65077, -2.30880, 5.57090], [0.23160, -4.00669, -0.00013], [4.97269, -2.69719, -2.07752], [-2.70874, 3.74975, 1.38471], [4.68194, 1.73126, 1.88844], [0.48680, -4.55490, 2.45074], [3.96468, -2.33254, 4.51937], [-0.72637, 6.96273, 0.05497], [3.68901, 0.36270, 1.44113], [0.19475, 0.15801, -3.19681], [-1.01764, 3.60827, 5.01524], [6.86972, 0.61326, 1.69487], [3.76518, -0.48633, 3.74152], [-3.76472, 4.06017, -3.45763], [-3.37859, 2.76190, -1.96573], [1.46345, -0.74547, 1.13386], [-1.48595, 1.08989, -1.52792], [5.71209, -0.41468, 0.06306], [-5.53411, 1.69498, 3.09679], [-5.83766, 0.74505, 3.19389], [-1.70202, -2.18987, 5.88459], [-2.28938, 2.22925, -4.61351]]
}

{
  "formula": "C14H31FO8",
  "method": "the ωB97M-V functional and the def2-TZVPD basis",
  "smiles": "O=C1OC[C@@H](F)O1.C1CCOC1.C1CCOC1.CO.CO.CO",
  "de_lowest_kcal_mol": 20.1,
  "lumo_energy_ev": 0.4,
  "species": ["C", "C", "H", "O", "C", "H", "H", "H", "O", "H", "C", "H", "O", "H", "O", "H", "H", "H", "H", "C", "H", "H", "H", "H", "H", "H", "H", "C", "H", "H", "O", "H", "O", "H", "H", "C", "C", "C", "H", "C", "H", "C", "O", "H", "C", "H", "H", "H", "O", "F", "H", "C", "C", "H"],
  "xyz": [[0.77139, 0.12288, -2.84970], [-0.48345, -3.16686, -0.75926], [0.10361, 1.31756, -5.68230], [0.12997, -3.08827, 1.46340], [1.10923, 3.27240, 4.30743], [-1.01586, -5.29909, -0.67130], [1.48079, -2.65405, 0.01474], [2.50406, 1.01244, -0.51788], [1.84871, 0.75581, -4.79209], [0.73788, 4.66579, 2.70065], [0.51401, 3.62782, 2.95481], [-3.81006, -3.23883, 1.63835], [-0.86362, 3.52124, 3.24023], [-1.53586, -3.01381, -0.50312], [3.74355, 2.62049, -1.04045], [-0.13524, 0.81414, 0.37856], [2.72797, -0.56623, -3.52902], [-1.34929, 0.38427, 1.63208], [-2.75891, -0.08286, -0.13024], [2.15197, 0.35556, -3.45100], [-4.84289, -1.86379, 2.08043], [-1.47192, 1.89208, 0.73516], [-5.41484, -3.04350, 0.89916], [0.80754, -5.07422, 1.53261], [4.18552, 0.85640, -0.00257], [0.26588, -1.37505, 0.25785], [2.76888, 1.13218, -2.98938], [0.41970, -2.44855, 0.21761], [0.99687, 2.21048, 4.52183], [-0.27368, -2.98531, -1.80971], [-2.02167, 4.31699, 5.00310], [-0.00818, 2.17794, -2.83982], [0.19744, 3.98969, 5.15910], [2.13197, 3.61793, 4.41901], [0.68525, 0.18629, -1.75659], [0.63839, 1.57112, -4.77214], [-1.18916, 0.83445, 0.65183], [-0.04742, -4.47613, 1.20943], [-3.70698, -2.20283, -0.48097], [-0.03859, 1.26257, -3.42898], [-1.09387, 1.05952, -3.62336], [-4.53180, -2.50995, 1.26318], [-4.01545, -1.65803, 0.24922], [3.11152, 1.96512, 0.82608], [-0.24455, -4.61712, -0.31914], [-0.92397, -4.81321, 1.76710], [0.70620, -4.96969, -0.73672], [1.04359, 2.58733, -4.80030], [-1.94442, 0.32897, -0.43842], [0.92684, 2.76853, 2.00065], [4.23888, 3.25236, -0.51453], [3.36795, 1.56898, -0.16237], [-1.00973, 3.98483, 4.53072], [0.41582, -0.88678, -3.05294]]
}

{
  "formula": "C5H10NO",
  "method": "the ωB97M-V functional and the def2-TZVPD basis",
  "charge": 1,
  "de_lowest_kcal_mol": 194.3,
  "lumo_energy_ev": -9.6,
  "species": ["H", "H", "H", "H", "C", "H", "H", "N", "C", "H", "C", "H", "H", "O", "C", "C", "H"],
  "xyz": [[2.87754, 2.44458, 0.28138], [-2.47131, 1.47143, -1.09945], [1.82119, 1.51426, -1.58671], [0.41323, -2.33705, 1.09240], [2.46525, 1.44629, 0.44481], [-1.11224, 0.20222, -1.64886], [-1.85343, -2.23797, 0.39437], [-0.17391, -1.55346, 1.27106], [-1.78526, -0.09462, 0.24897], [0.37575, -0.68609, 1.01945], [1.75008, 0.95682, -0.67299], [-0.78338, -1.46148, -0.78776], [-2.24984, 0.22816, 1.16088], [1.03843, -0.16084, -0.91909], [-1.13721, -1.42984, 0.16028], [-1.75050, 0.65210, -0.84932], [2.57561, 1.04549, 1.49060]]
}